Entry 1:
Molecular formula: C2H13O4S
Method: DFT, ωB97M-V with the def2-TZVPD basis set

Values from the calculation:
- gap between HOMO and LUMO (eV) = 7.0
- energy above the lowest of the compared OMol25 structures with the same formula, charge and spin (kJ/mol) = 80.22
- net charge = -1

Last column: natural (NBO) charge in e.
Atoms and positions in Å:
1 C -1.04382 -1.07292 -1.08220  -0.636
2 C -2.22162 -0.39630 -0.35338  -0.511
3 S -1.73237 1.32957 0.21157  -0.731
4 H -1.00249 -0.80278 -2.15038  0.188
5 H -1.10131 -2.16256 -1.08459  0.190
6 H -0.09572 -0.63186 -0.78133  0.214
7 H -2.53358 -0.97465 0.50622  0.175
8 H -3.08548 -0.27500 -1.00815  0.187
9 H -0.34547 -0.09953 3.06173  0.447
10 H -1.28285 -0.28934 1.90662  0.502
11 O -1.04416 -0.68842 2.77076  -0.978
12 H 2.63999 -0.81613 -0.21359  0.477
13 H 2.38794 0.45772 -0.98805  0.494
14 O 2.93567 -0.34271 -0.99368  -0.987
15 H 0.20883 1.33186 -1.25835  0.507
16 H 1.00106 2.25501 -2.21001  0.464
17 O 1.05371 1.83719 -1.34180  -0.998
18 H 1.55381 1.10798 1.26616  0.497
19 H 1.62031 -0.10935 2.22717  0.467
20 O 2.08753 0.34223 1.51525  -0.965

Atoms 1-2, force components in eV/Å:
C -0.4 0.6 -1.0
C 0.7 1.1 -0.3

***

Entry 2:
Molecular formula: C2H13O5
Method: DFT, ωB97M-V with the def2-TZVPD basis set

Values from the calculation:
- gap between HOMO and LUMO (eV) = 8.4
- energy above the lowest of the compared OMol25 structures with the same formula, charge and spin (kJ/mol) = 170.85
- net charge = -1

Last column: natural (NBO) charge in e.
Atoms and positions in Å:
1 C -1.63039 -0.26461 -0.48375  -0.073
2 O -1.62018 -0.27254 0.93659  -0.846
3 C -0.75343 -1.20278 -1.29354  -0.648
4 H -1.69599 0.74778 -0.93464  0.146
5 H -2.78165 -0.50856 -0.48830  0.139
6 H 0.12274 -0.67583 -1.59674  0.211
7 H -1.39400 -1.53299 -2.22782  0.193
8 H -0.50492 -2.01634 -0.60728  0.223
9 H 2.86730 -1.66291 0.29047  0.454
10 H -0.43563 2.74516 -0.01771  0.462
11 O 2.87298 -0.88002 0.84078  -1.029
12 H 1.24314 1.32328 -0.91767  0.441
13 H 2.04876 0.58482 0.04893  0.498
14 O 2.17964 1.06345 -0.81894  -0.961
15 H 0.76022 -0.21866 2.67923  0.433
16 H -1.67051 2.12653 0.26779  0.489
17 O -1.35743 2.89822 -0.27337  -0.950
18 H -0.76444 -0.69948 1.45987  0.521
19 H 1.91896 -0.72857 1.18135  0.498
20 O 0.59484 -0.82596 1.95475  -1.198

Atoms 1-2, force components in eV/Å:
C -4.4 -0.1 0.8
O 1.5 0.0 0.7

***

Entry 3:
Molecular formula: C2H14Ba3O13
Method: DFT, ωB97M-V with the def2-TZVPD basis set

Values from the calculation:
- gap between HOMO and LUMO (eV) = 4.5
- net charge = +2

Last column: Mulliken charge in e.
Atoms and positions in Å:
1 Ba 3.16012 8.93283 16.90509  1.844
2 Ba -1.07473 5.40930 15.22991  1.767
3 Ba 2.34716 2.33939 14.94774  1.790
4 C 1.95840 6.00606 16.16439  0.755
5 O 1.15966 7.02005 15.93303  -1.233
6 O 2.95698 6.18304 16.98683  -0.877
7 O 1.66800 4.88217 15.64854  -0.543
8 C 0.16869 3.56124 12.99281  0.991
9 O -0.51725 4.56769 12.62110  -0.822
10 O -0.11455 3.02000 14.17320  -1.055
11 O 1.25494 3.13053 12.46047  -0.826
12 O -1.46918 8.20001 14.49168  -0.511
13 H -1.92541 8.79447 13.88113  0.264
14 H -1.14952 8.76768 15.20005  0.289
15 O 2.91137 5.31588 19.46865  -0.734
16 H 2.87376 5.59205 18.52887  0.407
17 H 2.20200 5.76699 19.93910  0.314
18 O 1.27090 7.67857 13.12391  -0.509
19 H 0.76721 7.78724 13.94552  0.315
20 H 1.97761 8.33044 13.12794  0.235
21 O 2.66919 2.83520 17.67459  -0.440
22 H 2.91881 2.24889 18.40179  0.258
23 H 2.38608 3.64936 18.11558  0.299
24 O 4.45124 3.84208 15.34171  -0.755
25 H 3.75305 4.38803 15.75062  0.419
26 H 5.23289 4.01171 15.87790  0.287
27 O -0.98522 6.73489 17.58087  -0.497
28 H -0.99316 6.40862 18.49013  0.284
29 H -0.24041 7.34454 17.52546  0.279
30 O 4.86479 7.50281 18.56975  -0.670
31 H 5.59365 6.94956 18.26053  0.347
32 H 4.22359 6.86004 18.93993  0.329

Atoms 1-2, force components in eV/Å:
Ba 0.0 -1.8 -0.1
Ba 0.5 -1.4 -2.4

***

Entry 4:
Molecular formula: C2H14Cd2O6
Method: DFT, ωB97M-V with the def2-TZVPD basis set

Values from the calculation:
- gap between HOMO and LUMO (eV) = 6.0
- energy above the lowest of the compared OMol25 structures with the same formula, charge and spin (kJ/mol) = 1.97
- net charge = +2

Last column: natural (NBO) charge in e.
Atoms and positions in Å:
1 Cd -14.95684 -7.65385 -18.30015  1.795
2 Cd -14.40258 -10.57203 -17.36601  1.806
3 O -13.74652 -8.62553 -16.93315  -1.378
4 H -13.06752 -8.51544 -16.25574  0.518
5 O -15.28306 -9.59947 -18.90588  -1.352
6 H -16.05237 -9.27643 -19.38653  0.510
7 O -14.75390 -5.96707 -16.99101  -1.017
8 H -15.24638 -5.14599 -16.82890  0.533
9 H -14.08268 -6.00445 -16.29070  0.524
10 O -13.04174 -6.89591 -19.21495  -1.008
11 H -12.16484 -7.10529 -18.86063  0.523
12 H -12.96931 -5.98587 -19.54508  0.522
13 O -16.86097 -8.12927 -16.79721  -0.992
14 H -16.67709 -8.92428 -16.28641  0.483
15 H -17.63942 -7.74192 -16.36578  0.526
16 C -12.86386 -6.70664 -12.16270  -0.648
17 C -13.69510 -6.72027 -13.42973  -0.065
18 O -13.73632 -8.06558 -13.95504  -0.732
19 H -13.45894 -6.23214 -11.38210  0.236
20 H -11.93273 -6.15004 -12.25335  0.228
21 H -12.59277 -7.70178 -11.81754  0.243
22 H -13.31694 -5.96567 -14.13700  0.132
23 H -14.72977 -6.42241 -13.22823  0.170
24 H -14.33909 -8.05597 -14.70397  0.443

Atoms 1-2, force components in eV/Å:
Cd -0.3 1.9 -0.5
Cd 0.5 -0.4 0.4

***

Entry 5:
Molecular formula: C2H14N2O3
Method: DFT, ωB97M-V with the def2-TZVPD basis set

Values from the calculation:
- gap between HOMO and LUMO (eV) = 9.8
- energy above the lowest of the compared OMol25 structures with the same formula, charge and spin (kJ/mol) = 147.73
- net charge = 0

Last column: natural (NBO) charge in e.
Atoms and positions in Å:
1 C 0.82998 -2.06220 0.83077  -0.433
2 N -0.56138 -1.69846 0.45677  -0.675
3 C -1.00787 -1.61582 -0.96320  -0.058
4 N -0.29953 -0.51931 -1.58427  -0.857
5 H 1.39443 -1.14808 1.04358  0.214
6 H 0.89556 -2.84810 1.61686  0.208
7 H 1.23418 -2.59650 -0.01222  0.173
8 H -1.19903 -2.29107 0.96830  0.357
9 H -2.07664 -1.58013 -1.11943  0.205
10 H -0.68515 -2.54123 -1.51087  0.152
11 H -0.68072 0.40685 -1.46261  0.354
12 H 0.69420 -0.59180 -1.47900  0.374
13 O -1.35394 1.51822 0.50755  -0.969
14 H -1.08142 0.70288 0.06071  0.475
15 H -1.52392 1.21531 1.41371  0.479
16 O 0.47287 3.25293 -1.37317  -0.958
17 H 0.07540 3.00942 -0.53196  0.490
18 H 0.11995 2.66422 -2.04298  0.467
19 O 1.66655 1.92378 1.78326  -0.969
20 H 2.03731 2.41663 1.04888  0.489
21 H 1.04918 2.38248 2.34931  0.481

Atoms 1-2, force components in eV/Å:
C -0.9 -0.3 -0.9
N -1.6 -0.2 0.9

***

Entry 6:
Molecular formula: C2H14N2O4
Method: DFT, ωB97M-V with the def2-TZVPD basis set

Values from the calculation:
- gap between HOMO and LUMO (spin up / spin down) (eV) = 3.1 / 7.7
- energy above the lowest of the compared OMol25 structures with the same formula, charge and spin (kJ/mol) = 93.66
- net charge = -1
- expectation value of S² = 0.750
- spin multiplicity = 2

Last column: natural (NBO) charge in e.
Atoms and positions in Å:
1 C 2.04239 0.01084 -1.81576  -0.043
2 C 2.31199 0.60571 -0.65075  -0.155
3 N 2.05522 2.00579 -0.41662  -0.883
4 N 2.35962 -1.33417 -2.00594  -0.866
5 H 1.69702 0.46744 -2.73234  0.180
6 H 2.34582 0.12985 0.32520  0.179
7 H 2.29785 2.68581 -1.10699  0.357
8 H 1.19476 2.17782 0.09056  0.379
9 H 2.71579 -1.97369 -1.32131  0.354
10 H 1.87197 -1.89163 -2.68784  0.358
11 H 0.95711 -1.36186 1.76524  0.362
12 H 0.82812 -2.61051 1.03661  0.292
13 O 0.24160 -1.86681 1.31963  -1.410
14 H -2.53005 2.67993 1.25246  0.459
15 H -2.23004 1.45046 0.25427  0.503
16 O -1.85895 2.18597 0.77095  -1.002
17 H -2.00774 -0.57305 2.66994  0.496
18 H -2.27303 -1.76375 1.58466  0.500
19 O -2.61866 -1.01368 2.07223  -0.997
20 H -2.87988 -0.54588 0.66845  0.492
21 H -2.00492 -0.40600 -0.68657  0.472
22 O -2.84536 -0.20407 -0.28947  -1.027

Atoms 1-2, force components in eV/Å:
C 1.0 -1.6 0.8
C -1.8 1.9 0.2

***

no.,maximum force (eV/Å),calculated total energy (a.u.)
1,1.3,-783.19121
2,4.5,-460.18816
3,2.8,-1139.03292
4,2.7,-870.84297
5,3.1,-419.78367
6,2.6,-494.99205